{
  "formula": "C13H48F3O15S",
  "method": "ωB97M-V with the def2-TZVPD basis set",
  "molar_mass_g_mol": 533.57,
  "orbital_gap_ev": 7.983,
  "e_lumo_ev": 1.93,
  "total_charge": -1,
  "symbols": ["C", "F", "F", "F", "S", "O", "O", "O", "O", "H", "H", "O", "H", "H", "O", "H", "H", "O", "H", "H", "O", "H", "H", "O", "H", "H", "O", "H", "H", "O", "H", "H", "C", "C", "C", "O", "H", "H", "H", "H", "H", "H", "H", "H", "C", "C", "C", "O", "H", "H", "H", "H", "H", "H", "H", "H", "C", "C", "C", "O", "H", "H", "H", "H", "H", "H", "H", "H", "C", "C", "C", "O", "H", "H", "H", "H", "H", "H", "H", "H"],
  "xyz": [[-2.43430, 15.18176, 8.55589], [-3.46390, 16.13397, 8.40371], [-2.75546, 13.97270, 8.05749], [-1.29295, 15.50216, 7.74396], [-1.74103, 14.96244, 10.35622], [-0.84109, 13.82246, 10.31568], [-1.00778, 16.18953, 10.72252], [-2.95810, 14.70480, 11.15712], [-2.22333, 13.14423, 2.48464], [-1.39030, 12.83750, 2.84270], [-2.65716, 12.35025, 2.17222], [1.75798, 20.32093, 14.16521], [1.34946, 20.01296, 13.35620], [1.42691, 21.21206, 14.27709], [-7.59743, 19.02662, 8.35994], [-7.39717, 19.08708, 9.29400], [-6.93437, 18.43131, 8.01038], [0.80814, 7.38777, 10.21852], [1.36435, 8.16243, 10.30075], [0.68033, 7.28308, 9.27568], [-3.15144, 13.10287, 16.59246], [-3.09694, 13.20401, 15.64217], [-2.61988, 13.81861, 16.94084], [-6.17352, 9.82846, 11.26151], [-6.02445, 10.77067, 11.34054], [-7.12413, 9.74093, 11.19144], [2.04974, 15.76257, 15.11095], [1.43008, 16.10393, 14.46619], [2.16173, 16.47713, 15.73792], [3.75812, 11.10381, 10.82849], [2.86931, 11.45742, 10.86311], [4.19667, 11.62252, 10.15406], [-8.04332, 16.17303, 0.73584], [-8.04044, 16.41763, 2.28218], [-9.40436, 16.84127, 2.70515], [-7.52155, 15.22519, 2.94252], [-7.97060, 17.14812, 0.25419], [-8.97961, 15.79453, 0.32572], [-7.27273, 15.55587, 0.27388], [-7.29763, 17.20854, 2.38609], [-9.60659, 17.89698, 2.52435], [-9.47660, 16.62951, 3.77194], [-10.21224, 16.27447, 2.24238], [-6.63750, 15.08333, 2.59622], [1.12011, 18.07968, 2.04710], [2.14811, 17.61591, 1.01267], [3.37041, 16.80473, 1.51561], [1.43038, 16.68560, 0.25881], [1.63237, 18.66114, 2.81364], [0.56033, 17.38699, 2.67553], [0.40461, 18.78392, 1.62260], [2.52288, 18.47269, 0.45269], [4.02573, 17.40111, 2.15042], [4.03209, 16.52257, 0.69667], [2.90449, 15.92788, 1.96521], [0.92613, 16.06093, 0.78523], [-2.87473, 23.42638, 9.50528], [-1.44848, 22.97714, 9.30683], [-1.01316, 22.93515, 7.75537], [-0.67931, 23.85421, 10.01248], [-3.51984, 22.66201, 9.07207], [-3.24845, 24.31319, 8.99343], [-3.15049, 23.62440, 10.54106], [-1.39431, 21.97670, 9.73610], [-0.02129, 22.51681, 7.58426], [-0.92973, 23.89907, 7.25339], [-1.76406, 22.26935, 7.32999], [-0.43620, 24.54410, 9.39074], [-4.91613, 19.18365, 14.36039], [-6.37407, 18.77252, 14.36825], [-7.33907, 19.92024, 14.29248], [-6.66145, 17.93126, 13.24651], [-4.33016, 18.33012, 14.70131], [-4.60373, 19.93530, 15.08533], [-4.48764, 19.56996, 13.43558], [-6.71992, 18.25647, 15.26390], [-7.20853, 20.48913, 15.21303], [-8.38673, 19.61949, 14.30005], [-7.24953, 20.51373, 13.38262], [-6.05301, 17.19039, 13.29677]],
  "forces_ev_per_angstrom": [[2.150, 0.178, -0.487], [2.228, -2.156, -0.081], [-1.052, 1.082, 0.433], [-2.314, 0.549, 1.183], [0.015, 0.406, 2.615], [-0.575, 0.110, -1.058], [-1.360, -0.700, -1.125], [0.921, 0.572, -1.401], [-0.059, 0.227, -0.128], [0.201, -0.033, 0.182], [-0.147, -0.183, -0.056], [0.170, -0.082, 0.206], [-0.104, -0.162, -0.248], [-0.076, 0.215, 0.035], [-0.218, 0.185, -0.165], [0.053, -0.021, 0.279], [0.185, -0.189, -0.088], [-0.050, -0.234, 0.132], [0.146, 0.253, 0.091], [-0.077, -0.013, -0.210], [-0.169, -0.140, 0.228], [0.026, -0.011, -0.330], [0.152, 0.152, 0.066], [0.060, -0.246, 0.012], [0.173, 0.287, 0.004], [-0.214, -0.036, -0.024], [0.138, -0.209, 0.129], [-0.195, 0.021, -0.288], [0.046, 0.190, 0.128], [0.152, -0.299, 0.067], [-0.307, 0.172, 0.071], [0.090, 0.144, -0.140], [-0.512, 0.684, -0.391], [1.668, -1.342, -2.626], [-0.477, -0.447, 1.252], [-1.199, 0.865, 0.148], [0.185, 0.223, -0.074], [-0.229, -0.346, 0.466], [0.370, -0.036, 0.601], [-0.117, 0.223, 0.624], [0.249, -0.026, 0.019], [-0.171, 0.350, 0.191], [0.190, -0.165, -0.199], [0.050, 0.014, -0.005], [1.107, 1.810, 1.293], [-0.332, -1.603, 1.776], [-0.406, 1.132, 0.121], [-0.407, -0.328, -2.984], [0.186, 0.350, 0.144], [0.195, -0.818, -0.627], [-0.035, -0.226, -0.325], [-0.523, -0.148, -0.560], [-0.237, -0.222, 0.638], [-0.456, -0.206, -0.298], [0.724, -0.087, 0.430], [0.168, 0.342, 0.397], [-1.690, -0.473, -0.891], [-0.817, 0.282, -2.316], [-0.504, -0.809, 1.728], [2.210, 1.129, 1.116], [-0.346, -0.298, 0.382], [0.819, 0.420, -0.386], [0.336, -0.523, 0.154], [0.464, -0.064, -0.050], [-0.036, -0.434, 0.461], [-0.769, 0.283, 0.233], [0.168, 0.249, -0.673], [0.163, 0.221, 0.254], [0.923, -0.233, 1.032], [-0.968, 0.330, -0.946], [-0.528, 0.564, 0.037], [0.143, 0.026, 0.172], [0.229, -0.257, -0.438], [-0.683, 0.254, 0.349], [-0.573, -0.392, -0.382], [0.803, -0.341, 0.403], [0.093, 0.528, -0.236], [0.046, -0.506, 0.039], [0.438, 0.251, 0.148], [0.097, -0.228, -0.237]]
}